No. 1
Entry from the Open Molecules 2025 dataset: a 2-piece molecular cluster, C4H9N2 overall at a distorted geometry (ωB97M-V/def2-TZVPD).

CARTESIAN COORDINATES (ANGSTROEM)
C  1.671  1.634  0.483
C  -1.671  0.259  -0.832
C  -1.629  0.091  0.718
C  -0.477  0.538  0.010
N  0.582  1.119  0.151
N  1.127  -1.758  -0.360
H  1.748  2.644  0.729
H  2.530  0.983  0.622
H  -1.885  -0.526  -1.525
H  -2.178  1.067  -1.110
H  -2.238  0.767  1.357
H  -1.876  -0.882  1.059
H  0.758  -2.772  -0.632
H  1.752  -1.677  0.413
H  1.786  -1.486  -1.081

Atomic forces in eV per Å
-0.2 -2.0 -0.1
1.6 -1.8 2.3
-2.5 0.4 0.1
-1.2 -1.2 -1.2
1.3 1.2 0.5
-1.2 -1.7 -1.8
0.0 1.7 0.1
0.1 0.0 -0.3
0.8 -0.9 0.1
-1.6 3.7 -1.2
0.9 0.1 -0.7
1.0 -1.2 0.2
1.6 2.8 1.4
0.0 -1.1 1.2
-0.4 -0.2 -0.8

The total energy is -266.9418 a.u. As for the largest force on an atom: 4.2 eV Å⁻¹. The calculation puts the HOMO-LUMO gap at 0.3493 hartree. Its net charge is +1.

***

No. 2
Entry from the Open Molecules 2025 dataset: a 2-piece molecular cluster, C4H9N2 overall at a distorted geometry (ωB97M-V/def2-TZVPD).

CARTESIAN COORDINATES (ANGSTROEM)
C  -1.473  0.119  -0.069
C  -0.888  -0.081  1.300
C  -0.078  -0.200  0.084
C  0.692  -1.364  -0.382
N  -2.517  0.317  -0.678
N  1.372  1.297  -0.184
H  -0.947  0.833  1.877
H  -1.000  -0.957  1.931
H  1.461  -1.648  0.336
H  1.142  -1.180  -1.358
H  0.016  -2.212  -0.504
H  -2.527  0.525  -1.672
H  2.280  0.867  -0.057
H  1.213  2.028  0.502
H  1.255  1.656  -1.124

Atomic forces in eV per Å
0.5 0.0 -0.1
-0.2 -0.2 0.6
1.7 1.3 -0.4
0.2 -0.3 -0.1
-1.2 0.1 0.0
-1.7 -1.2 0.4
0.1 0.3 -0.1
0.0 -0.1 -0.1
0.0 0.0 0.0
-0.1 0.0 0.0
-0.1 0.0 0.0
0.4 0.0 -0.1
0.1 0.0 0.0
0.1 0.0 -0.1
0.1 0.1 0.0

The total energy is -266.9543 a.u. As for the largest force on an atom: 2.1 eV Å⁻¹. The calculation puts the HOMO-LUMO gap at 0.3227 hartree. Its net charge is +1.

***

No. 3
Entry from the Open Molecules 2025 dataset: an isolated ion of composition C4H9N2 and charge +1 at a distorted geometry (ωB97M-V/def2-TZVPD).

CARTESIAN COORDINATES (ANGSTROEM)
C  -0.873  -0.065  0.771
C  -1.752  0.197  -0.454
C  1.500  1.303  0.589
C  0.592  0.137  0.284
N  0.888  1.374  -0.527
N  1.159  -1.043  -0.474
H  -0.859  0.595  1.595
H  -1.022  -1.067  1.096
H  -1.626  -0.739  -1.178
H  -1.255  1.130  -0.779
H  -2.875  0.311  -0.226
H  2.093  1.659  1.447
H  0.346  -1.510  -0.994
H  1.790  -1.575  0.074
H  1.893  -0.707  -1.226

Atomic forces in eV per Å
1.7 -0.5 -1.6
-0.6 -0.7 0.1
-1.8 -2.4 -0.3
0.6 1.2 -0.4
1.0 0.5 1.7
0.5 1.6 -3.1
-1.1 0.8 0.9
0.1 -0.8 0.8
-0.3 2.2 1.1
-1.3 -0.4 -1.1
1.9 -0.1 -0.4
-0.1 0.4 -1.1
1.7 0.1 1.1
-0.1 -1.7 1.1
-2.1 -0.3 1.2

The total energy is -266.9545 a.u. As for the largest force on an atom: 3.5 eV Å⁻¹. The calculation puts the HOMO-LUMO gap at 0.4036 hartree. Its net charge is +1.

***

No. 4
Entry from the Open Molecules 2025 dataset: an isolated ion of composition C4H9N2 and charge +1 at a distorted geometry (ωB97M-V/def2-TZVPD).

CARTESIAN COORDINATES (ANGSTROEM)
C  -2.359  -0.226  0.358
C  -1.249  -0.592  -0.551
C  -0.191  0.101  0.356
C  2.133  -0.204  0.017
N  -1.508  0.774  -0.275
N  1.001  0.741  -0.120
H  -3.345  -0.266  -0.299
H  -2.470  -0.387  1.390
H  -1.325  -1.108  -1.473
H  0.005  -0.127  1.439
H  2.096  -0.975  -0.735
H  3.085  0.328  -0.170
H  2.112  -0.733  0.939
H  0.854  1.008  -1.092
H  1.159  1.667  0.216

Atomic forces in eV per Å
-3.0 -0.4 -4.1
1.6 -0.3 2.7
-3.4 0.0 -0.4
1.9 0.6 -1.2
2.1 1.1 2.0
0.2 -0.8 -2.3
1.8 0.1 2.0
0.3 -0.1 1.2
0.5 -0.3 -0.7
-1.2 0.1 -1.0
-0.5 -0.1 -0.5
-0.5 -0.2 0.5
0.0 0.1 1.1
0.0 -0.5 -0.7
0.2 0.7 1.6

The total energy is -266.9388 a.u. As for the largest force on an atom: 5.1 eV Å⁻¹. The calculation puts the HOMO-LUMO gap at 0.4152 hartree. Its net charge is +1.

***

No. 5
Entry from the Open Molecules 2025 dataset: a 2-piece molecular cluster, C4H9N2 overall at a distorted geometry (ωB97M-V/def2-TZVPD).

CARTESIAN COORDINATES (ANGSTROEM)
C  0.200  -0.170  -0.355
C  2.315  2.148  1.172
C  -2.208  -0.589  0.042
C  -1.133  0.148  -0.921
N  0.821  -0.711  0.494
N  1.891  1.827  0.049
H  2.214  1.288  1.914
H  3.081  2.844  1.533
H  -2.680  -1.443  -0.558
H  -2.945  0.100  0.599
H  -1.613  -1.142  0.796
H  -1.039  1.281  -0.916
H  -1.148  -0.210  -1.917
H  1.713  -1.058  0.614
H  2.116  2.486  -0.724

Atomic forces in eV per Å
-0.5 -2.1 3.2
1.7 -2.8 2.5
0.1 -0.6 0.0
1.1 1.7 1.8
-2.6 1.6 -3.4
-0.6 1.3 -2.6
-0.4 1.3 -0.2
-0.6 0.7 -0.7
0.2 1.7 0.7
1.2 -1.0 -1.4
-0.6 0.5 -0.2
-1.0 -1.1 -0.1
-0.2 -0.2 -1.1
2.3 -0.8 0.9
0.0 -0.2 0.8

The total energy is -266.9479 a.u. As for the largest force on an atom: 4.6 eV Å⁻¹. The calculation puts the HOMO-LUMO gap at 0.3261 hartree. Its net charge is +1.

***

No. 6
Entry from the Open Molecules 2025 dataset: C4H9N2 as an isolated structure at a distorted geometry (ωB97M-V/def2-TZVPD).

CARTESIAN COORDINATES (ANGSTROEM)
C  -2.476  -0.101  -0.091
C  -0.507  -0.423  -0.070
C  1.852  0.458  0.338
C  0.801  0.006  -0.635
N  -1.616  -0.779  -0.839
N  -1.428  0.347  0.863
H  -3.452  -0.487  0.140
H  2.587  0.818  -0.340
H  2.329  -0.353  0.858
H  1.469  1.069  1.075
H  1.126  -0.895  -1.301
H  0.611  0.759  -1.332
H  -1.568  -1.289  -1.683
H  -1.179  1.439  0.992
H  -1.317  -0.173  1.671

Atomic forces in eV per Å
-2.1 0.5 0.0
-0.2 -0.9 -1.5
0.5 -2.4 -1.5
-0.4 -2.9 -0.2
3.4 1.6 2.9
1.1 3.1 -3.4
-0.2 0.3 0.5
1.0 1.2 0.2
0.0 -0.6 0.2
-0.5 2.0 1.3
-0.3 1.4 1.3
-0.3 1.6 -1.3
-0.6 -0.7 -1.0
-1.0 -3.2 -0.4
-0.4 -1.1 2.9

The total energy is -266.9095 a.u. As for the largest force on an atom: 4.7 eV Å⁻¹. The calculation puts the HOMO-LUMO gap (alpha / beta) at 0.3055 / 0.3104 hartree. Its net charge is +1.

***

No. 7
Entry from the Open Molecules 2025 dataset: a 2-piece molecular cluster, C4H9N2 overall at a distorted geometry (ωB97M-V/def2-TZVPD).

CARTESIAN COORDINATES (ANGSTROEM)
C  -1.306  0.168  0.231
C  0.180  3.015  -2.423
C  1.440  -2.095  0.844
C  0.811  -0.941  0.230
N  -0.456  2.018  -1.983
N  -0.727  -0.883  -0.025
H  -0.029  3.534  -3.329
H  1.180  3.204  -2.054
H  1.538  -1.891  1.869
H  1.032  -3.155  0.695
H  2.391  -2.114  0.411
H  1.204  0.028  0.748
H  1.075  -0.928  -0.788
H  -1.227  1.576  -2.492
H  -1.077  -1.842  -0.134

Atomic forces in eV per Å
-0.3 0.1 -0.2
0.3 -1.5 -0.6
-1.9 -2.9 0.9
0.9 3.2 -0.7
0.6 -1.1 0.9
0.3 -0.9 1.5
-0.6 0.5 -0.7
-0.1 0.5 0.9
0.2 -0.3 1.6
0.2 1.7 0.0
1.7 0.0 -0.6
-1.3 -1.5 -1.1
0.6 0.6 -1.3
-0.1 1.3 -0.2
-0.5 0.4 -0.2

The total energy is -266.8668 a.u. As for the largest force on an atom: 3.6 eV Å⁻¹. The calculation puts the HOMO-LUMO gap at 0.2435 hartree. Its net charge is +1.

***

No. 8
Entry from the Open Molecules 2025 dataset: an isolated ion of composition C4H9N2 and charge +1 at a distorted geometry (ωB97M-V/def2-TZVPD).

CARTESIAN COORDINATES (ANGSTROEM)
C  0.825  1.325  -1.172
C  0.826  1.905  0.217
C  0.072  0.699  -0.119
C  -0.840  -1.668  -0.095
N  -0.682  1.904  0.318
N  -0.034  -0.679  0.570
H  0.391  1.982  -1.907
H  1.561  0.645  -1.722
H  1.573  2.295  0.893
H  -1.831  -1.495  -0.204
H  -0.439  -1.950  -1.033
H  -0.556  -2.501  0.409
H  -0.886  1.877  1.325
H  0.911  -1.033  0.677
H  -0.348  -0.459  1.490

Atomic forces in eV per Å
1.7 -0.6 -2.9
0.1 -1.4 -0.3
-1.2 -0.1 3.1
2.2 -0.5 -1.0
0.4 0.0 -0.1
1.2 3.5 -2.0
-0.9 -0.2 -0.3
-0.1 1.3 1.6
-0.2 -0.4 0.1
-3.0 0.9 0.3
0.5 0.7 -1.4
-0.4 -3.0 2.0
-0.1 -0.1 -0.1
0.3 -0.1 0.0
-0.6 0.0 1.0

The total energy is -266.9063 a.u. As for the largest force on an atom: 4.2 eV Å⁻¹. The calculation puts the HOMO-LUMO gap at 0.3530 hartree. Its net charge is +1.

***

No. 9
Entry from the Open Molecules 2025 dataset: an isolated ion of composition C4H9N2 and charge +1 at a distorted geometry (ωB97M-V/def2-TZVPD).

CARTESIAN COORDINATES (ANGSTROEM)
C  0.367  -0.582  -1.313
C  1.446  0.358  -0.889
C  0.657  0.360  0.516
C  -1.584  -1.015  0.222
N  -0.330  -0.625  -0.235
N  0.231  1.454  1.139
H  0.284  -1.251  -2.206
H  2.570  0.099  -0.850
H  1.348  1.270  -1.544
H  1.167  -0.323  1.087
H  -2.391  -1.209  -0.518
H  -1.734  -0.144  0.977
H  -1.652  -1.945  0.816
H  -0.301  2.211  0.654
H  -0.077  1.344  2.144

Atomic forces in eV per Å
0.7 -2.2 -0.5
0.3 1.0 0.0
0.7 -0.3 -3.3
-2.3 0.2 2.1
1.6 1.1 -1.8
-2.2 2.1 2.3
-0.3 0.9 0.7
-2.0 0.0 -0.2
0.1 -0.5 1.0
1.2 -1.2 2.1
0.7 1.0 0.1
-1.0 -1.5 -1.2
0.9 0.3 -0.1
0.9 -1.1 0.4
0.7 0.3 -1.7

The total energy is -267.0053 a.u. As for the largest force on an atom: 3.8 eV Å⁻¹. The calculation puts the HOMO-LUMO gap at 0.3867 hartree. Its net charge is +1.

***

No. 10
Entry from the Open Molecules 2025 dataset: an isolated ion of composition C4H9N2O and charge +1 at a distorted geometry (ωB97M-V/def2-TZVPD).

CARTESIAN COORDINATES (ANGSTROEM)
C  1.978  -1.414  0.199
C  -0.088  -0.350  -0.287
C  -2.520  -0.078  0.101
C  1.135  1.701  -0.055
N  0.975  -0.995  -0.439
N  -1.274  -0.836  -0.035
O  -0.075  1.014  -0.432
H  2.743  -2.084  -0.420
H  2.234  -1.076  1.147
H  -2.183  0.828  0.527
H  -3.216  -0.598  0.693
H  -2.645  0.207  -0.974
H  1.981  1.330  -0.577
H  1.408  1.464  0.953
H  0.894  2.746  -0.266
H  -1.346  -1.857  -0.136

Atomic forces in eV per Å
1.4 -1.4 -3.9
-3.4 5.4 0.9
2.5 1.2 -2.8
-0.5 0.2 -0.2
3.3 -3.3 -0.4
0.5 -2.8 0.2
-0.1 -2.0 0.2
-1.6 1.4 1.6
0.2 0.2 2.0
-0.3 1.1 1.0
-1.0 -0.6 0.1
-1.6 -0.3 1.0
0.6 0.0 -1.3
-0.4 0.4 1.0
0.5 -0.3 0.3
0.0 0.7 0.2

The total energy is -342.2469 a.u. As for the largest force on an atom: 6.4 eV Å⁻¹. The calculation puts the HOMO-LUMO gap at 0.3747 hartree. Its net charge is +1.

***

No. 11
Entry from the Open Molecules 2025 dataset: a 2-piece molecular cluster, C4H9N2O overall at a distorted geometry (ωB97M-V/def2-TZVPD).

CARTESIAN COORDINATES (ANGSTROEM)
C  -0.016  -2.253  0.223
C  -0.055  -0.847  -0.379
C  0.742  -0.219  -1.308
N  0.411  1.185  -1.231
C  -0.788  1.226  -0.581
N  -1.024  0.109  0.059
H  0.122  -2.262  1.352
H  0.785  -2.835  -0.329
H  -0.872  -2.832  0.052
H  1.530  -0.589  -1.923
H  0.815  1.944  -1.704
H  -1.282  2.187  -0.720
H  -1.736  -0.018  0.696
H  1.028  1.255  1.660
H  0.628  1.134  3.101
O  0.496  0.691  2.286

Atomic forces in eV per Å
2.1 0.5 -0.1
-0.3 -0.4 0.3
-0.5 1.4 2.1
-2.7 -4.3 0.6
2.2 2.7 -0.7
2.7 -0.2 -3.1
0.3 0.3 -1.5
-0.6 0.8 1.0
-1.6 -0.4 -0.4
0.4 -0.1 0.0
0.4 0.9 -1.0
-0.6 -0.6 1.1
-1.7 -0.5 1.5
-0.7 -1.0 0.9
0.1 0.5 1.6
0.7 0.5 -2.3

The total energy is -342.3141 a.u. As for the largest force on an atom: 5.2 eV Å⁻¹. The calculation puts the HOMO-LUMO gap at 0.3923 hartree. Its net charge is +1.

***

No. 12
Entry from the Open Molecules 2025 dataset: an isolated ion of composition C4H9N2O and charge +1 at a distorted geometry (ωB97M-V/def2-TZVPD).

CARTESIAN COORDINATES (ANGSTROEM)
C  0.363  -0.867  0.394
C  -1.198  1.168  0.774
C  -0.237  1.573  -0.399
C  1.481  -1.173  -0.625
N  0.173  0.810  0.683
N  -0.346  -1.637  1.180
O  -0.424  1.049  -1.630
H  -1.486  1.988  1.555
H  -1.983  0.490  0.609
H  0.199  2.496  -0.285
H  2.539  -1.101  -0.268
H  1.410  -2.317  -0.815
H  1.366  -0.462  -1.493
H  -0.387  -2.625  0.985
H  -1.143  -1.174  1.600
H  -0.324  1.781  -2.265

Atomic forces in eV per Å
1.4 5.0 0.7
-0.2 4.3 0.9
-2.7 -0.7 1.0
-0.8 -1.8 0.6
2.1 -8.1 0.9
0.6 1.4 -2.1
0.3 0.2 -1.1
0.8 -1.7 -1.4
-0.8 -1.0 -0.7
0.7 2.3 -0.5
-1.1 0.5 0.4
-0.1 2.0 -0.5
-0.1 -1.2 0.8
0.1 -0.4 0.3
0.0 -0.3 0.5
-0.2 -0.6 0.1

The total energy is -342.2007 a.u. As for the largest force on an atom: 8.4 eV Å⁻¹. The calculation puts the HOMO-LUMO gap at 0.3237 hartree. Its net charge is +1.